{"formula": "C5H12N2", "method": "ωB97M-V with the def2-TZVPD basis set", "e_lumo_ev": 1.0, "e_tot_ev": -8358.7149, "smiles": "C=C(CCN)NC", "homo_lumo_gap_ev": 9.01, "homo_ev": -7.992, "elements": ["C", "C", "C", "C", "N", "N", "C", "H", "H", "H", "H", "H", "H", "H", "H", "H", "H", "H", "H"], "xyz": [[0.42, -2.06, -0.07], [0.22, -0.78, 0.27], [-1.06, -0.36, 0.93], [-1.49, 1.08, 0.60], [-1.39, 1.46, -0.80], [1.26, 0.17, 0.33], [2.32, 0.08, -0.67], [-0.26, -2.84, 0.24], [1.28, -2.33, -0.68], [-1.84, -1.08, 0.66], [-0.99, -0.48, 2.02], [-0.94, 1.70, 1.30], [-2.51, 1.16, 0.99], [-1.42, 0.78, -1.55], [-2.14, 2.12, -0.97], [0.82, 1.08, 0.25], [2.85, 1.03, -0.64], [2.96, -0.78, -0.53], [1.89, 0.03, -1.68]]}